{
  "formula": "C26H27NO5",
  "method": "wB97M-V/def2-TZVPD",
  "smiles": "COc1ccc([C@H]2c3cc(OC)c(OC)cc3CCN2C(=O)c2ccccc2)cc1OC",
  "de_lowest_ev": 0.000,
  "homo_energy_ev": -7.8344,
  "gap_ev": 8.469,
  "symbols": ["O", "O", "O", "O", "O", "N", "C", "C", "C", "C", "C", "C", "C", "C", "C", "C", "C", "C", "C", "C", "C", "C", "C", "C", "C", "C", "C", "C", "C", "C", "C", "C", "H", "H", "H", "H", "H", "H", "H", "H", "H", "H", "H", "H", "H", "H", "H", "H", "H", "H", "H", "H", "H", "H", "H", "H", "H", "H", "H"],
  "positions_angstrom": [[1.1057, 4.6932, 1.6393], [-0.7584, 4.5217, -0.1533], [-1.1827, -4.0601, 3.5675], [1.1302, -4.1489, 2.4229], [-2.0948, -0.1449, -3.5669], [-1.2369, -0.3223, -1.4978], [1.9744, -1.1922, -4.7354], [0.5581, -2.3235, 0.9124], [-2.5866, -0.4391, -0.9641], [1.2097, 1.0640, 0.9805], [0.2729, -0.1447, -3.3966], [-0.1501, 3.3501, 0.1792], [-1.7752, 4.4963, -1.1243], [-0.9927, -3.1582, 2.5659], [0.7195, -1.2218, -4.1538], [1.5316, 2.2922, 1.5410], [0.2167, 0.9647, 0.0259], [-0.1084, -0.3911, -0.5898], [-1.6331, -1.3528, 1.1048], [-1.9324, -2.2395, 2.1312], [0.8666, 3.4429, 1.1552], [-1.1180, -0.1956, -2.8385], [2.1094, 4.8510, 2.6096], [-2.4237, -4.0735, 4.2266], [2.3376, 1.0015, -3.8404], [-2.6093, -0.3565, 0.5594], [2.7859, -0.0811, -4.5783], [-0.3894, -1.3938, 0.5001], [0.2746, -3.2045, 1.9411], [2.4007, -4.2600, 1.8339], [1.0858, 0.9733, -3.2511], [-0.4596, 2.1171, -0.3667], [2.9641, 1.8734, -3.7226], [-2.6246, 3.8830, -0.8051], [-3.2039, 0.3461, -1.4131], [2.3174, -2.0356, -5.3167], [0.7671, -0.7191, -1.1641], [-2.3473, -4.8568, 4.9790], [2.3118, 2.3356, 2.2836], [0.7433, 1.8205, -2.6762], [2.1256, 5.9141, 2.8442], [-3.6199, -0.5563, 0.9163], [-2.3231, 0.6488, 0.8803], [1.8851, 4.2837, 3.5193], [-3.2433, -4.3114, 3.5401], [-2.6295, -3.1176, 4.7200], [1.5154, -2.3491, 0.4152], [-2.9096, -2.1969, 2.5856], [2.3331, -4.5137, 0.7705], [2.9829, -3.3394, 1.9502], [1.7408, 0.1812, 1.3005], [-2.1007, 5.5295, -1.2335], [-1.2328, 2.0424, -1.1142], [3.7642, -0.0563, -5.0355], [-3.0037, -1.4021, -1.2848], [-1.4082, 4.1309, -2.0893], [3.0911, 4.5504, 2.2281], [0.0766, -2.0803, -4.2817], [2.8999, -5.0691, 2.3647]]
}